{
  "formula": "C47H35BiClF5N8O5PS",
  "method": "ωB97M-V/def2-TZVPD",
  "elements": ["Bi", "F", "C", "C", "F", "C", "F", "C", "S", "C", "F", "C", "F", "O", "C", "O", "C", "C", "Cl", "N", "N", "C", "C", "O", "O", "C", "C", "C", "C", "C", "C", "H", "H", "H", "H", "H", "H", "C", "C", "C", "C", "C", "O", "C", "N", "C", "C", "C", "C", "C", "C", "P", "C", "C", "C", "C", "C", "C", "C", "C", "C", "C", "C", "C", "H", "H", "H", "H", "H", "H", "H", "H", "H", "H", "H", "H", "H", "H", "H", "H", "H", "H", "H", "H", "H", "H", "H", "H", "N", "C", "N", "C", "N", "C", "C", "N", "C", "C", "N", "H", "H", "H", "H", "H"],
  "positions_angstrom": [[-0.1068, 0.2330, 0.0914], [5.6314, 4.5131, 0.9478], [4.3827, 4.0729, 1.0350], [3.8643, 3.2352, 0.0629], [4.6122, 2.8457, -0.9696], [2.5584, 2.7913, 0.1651], [2.0756, 2.0042, -0.8225], [1.7452, 3.1127, 1.2412], [0.0971, 2.5567, 1.4099], [2.2908, 3.9596, 2.2082], [1.5478, 4.3140, 3.2551], [3.5824, 4.4444, 2.1081], [4.0651, 5.2527, 3.0448], [-0.0312, 2.1780, -5.8610], [0.1262, 0.9070, -6.1716], [0.0466, 0.5099, -7.3037], [0.4245, -0.0486, -5.0515], [0.9062, -1.3293, -5.2498], [1.3558, -1.9880, -6.7427], [1.0153, -1.9378, -4.0325], [0.5960, -1.0986, -3.0586], [0.2423, 0.0316, -3.6503], [-0.3591, 1.1863, -2.9064], [-0.2514, 2.3064, -3.3769], [-1.0398, 0.9866, -1.8019], [1.3849, -3.2792, -3.6929], [1.6695, -4.2549, -4.6465], [1.9794, -5.5460, -4.2499], [2.0357, -5.8841, -2.9088], [1.7614, -4.9152, -1.9584], [1.4294, -3.6285, -2.3478], [-0.0441, 2.3492, -4.8884], [1.6525, -4.0249, -5.6941], [2.1778, -6.2927, -5.0063], [2.2840, -6.8923, -2.6060], [1.7969, -5.1675, -0.9065], [1.1635, -2.8845, -1.6185], [4.1037, -0.6618, 1.1028], [3.5467, -0.9338, -0.2922], [4.6696, -1.1938, -1.2977], [2.5565, -2.0970, -0.3644], [3.1257, -3.4710, 0.0381], [2.1009, -4.0388, 0.8717], [1.1484, -3.1092, 1.0311], [1.3499, -1.9770, 0.4718], [-0.0121, -3.5958, 1.8094], [0.3044, -4.5073, 2.8198], [-0.6763, -5.1826, 3.5214], [-2.0000, -5.0163, 3.1548], [-2.3310, -4.1244, 2.1481], [-1.3668, -3.3542, 1.4945], [-1.9403, -2.0070, 0.3673], [-2.4441, -2.7946, -1.2046], [-2.7111, -4.1560, -1.3104], [-3.1611, -4.6759, -2.5125], [-3.3469, -3.8474, -3.6093], [-3.0955, -2.4876, -3.5011], [-2.6460, -1.9589, -2.3006], [-3.6305, -1.6443, 1.0288], [-3.9045, -1.6600, 2.3990], [-5.1885, -1.4393, 2.8664], [-6.2209, -1.1765, 1.9795], [-5.9517, -1.1102, 0.6213], [-4.6667, -1.3361, 0.1484], [4.7600, 0.2076, 1.0658], [4.6936, -1.4992, 1.4782], [3.2998, -0.4554, 1.8142], [3.0068, -0.0415, -0.6210], [5.2305, -2.0968, -1.0497], [5.3658, -0.3566, -1.3109], [4.2656, -1.3097, -2.3046], [2.2028, -2.1286, -1.4009], [4.0437, -3.3994, 0.6227], [3.2873, -4.1327, -0.8102], [1.3468, -4.6897, 3.0409], [-0.4030, -5.8635, 4.3153], [-2.7824, -5.5740, 3.6514], [-3.3676, -4.0274, 1.8634], [-2.5605, -4.8084, -0.4601], [-3.3647, -5.7355, -2.5917], [-3.6969, -4.2599, -4.5461], [-3.2430, -1.8362, -4.3535], [-2.4404, -0.9020, -2.2090], [-3.1221, -1.8920, 3.1078], [-5.3833, -1.4988, 3.9292], [-7.2305, -1.0378, 2.3411], [-6.7469, -0.9071, -0.0834], [-4.4847, -1.3029, -0.9157], [-3.9466, 2.2540, 0.9733], [-3.0909, 1.7995, 0.0581], [-2.2007, 1.0536, 0.6763], [-2.5527, 1.0994, 1.9966], [-3.6241, 1.8202, 2.1982], [-1.7356, 0.4128, 2.9873], [-2.0423, 0.3684, 4.3453], [-1.2553, -0.2529, 5.2073], [-0.1465, -0.8150, 4.7419], [0.1723, -0.7809, 3.3912], [-0.6317, -0.1826, 2.5190], [-4.7376, 2.8661, 0.8486], [-3.0961, 1.9991, -0.9998], [-2.9410, 0.8357, 4.7278], [0.4945, -1.2983, 5.4676], [1.0694, -1.2360, 2.9954]],
  "orbital_gap_ev": 6.997,
  "charge": 1,
  "e_tot_ha": -4539.7692
}